No. 1
Entry from the OMol25 dataset: a molecular structure, C21H36Cl2N3NiO2SSbSe2 at a distorted geometry (wB97M-V/def2-TZVPD).

Each line ends with the Löwdin charge.
Atoms and positions in Å:
Ni  -0.40928  0.14359  -0.97537  -0.35
O  4.35711  3.69424  -3.05766  -0.08
C  3.21006  4.04297  -2.25746  -0.24
C  2.07460  3.03745  -2.44454  -0.57
C  1.84431  2.88082  -3.96757  -0.26
O  0.49641  2.67481  -4.35110  -0.12
C  2.50232  1.71050  -1.78650  -0.55
Se  1.60991  0.05632  -2.40732  0.54
C  0.87011  3.69857  -1.74440  -0.55
Se  -0.69886  2.63396  -1.18153  0.48
H  5.09339  4.23685  -2.76761  0.07
H  2.85619  5.04272  -2.53950  0.12
H  3.48289  4.06376  -1.19654  0.12
H  2.47260  2.06123  -4.32330  0.09
H  2.16279  3.79684  -4.47587  0.12
H  0.18047  1.90607  -3.84605  0.01
H  2.34617  1.78614  -0.70807  0.02
H  3.56899  1.56677  -1.96238  0.04
H  0.45857  4.45652  -2.41236  0.05
H  1.23647  4.20846  -0.84688  0.04
C  -3.98334  -2.68098  -1.42597  -0.06
N  -4.06372  -1.42370  -0.72403  -0.16
C  -4.44008  -1.38576  0.67752  -0.14
C  -3.97762  0.00847  1.13218  -0.16
N  -3.60780  0.63953  -0.12228  0.01
C  -3.47256  -0.27502  -1.13375  -0.85
S  -2.77468  0.03982  -2.60382  0.62
H  -3.34134  -3.38289  -0.89122  0.08
H  -3.55374  -2.49607  -2.40896  0.05
H  -4.98263  -3.11780  -1.53505  0.08
H  -3.92612  -2.17691  1.22824  0.08
H  -5.51983  -1.52811  0.79278  0.11
H  -3.12188  -0.07185  1.80536  0.07
H  -4.76791  0.56422  1.63593  0.10
H  -3.00079  1.44433  -0.14702  0.05
Cl  0.05709  -3.00800  -3.48975  0.61
C  -0.24822  -3.82197  -1.98428  -0.62
C  -0.19515  -5.19415  -1.96567  -0.18
C  -0.45608  -5.93143  -0.80776  -0.17
C  -0.76086  -5.21728  0.34661  -0.20
C  -0.80664  -3.84060  0.33463  -0.60
Cl  -1.21879  -3.04612  1.84574  0.63
C  -0.57576  -2.99870  -0.83390  -0.51
N  -0.74573  -1.71626  -0.87703  -0.03
H  0.05687  -5.70460  -2.88911  0.08
H  -0.40802  -7.01257  -0.80471  0.07
H  -0.97371  -5.73804  1.27360  0.08
C  -0.97483  0.91942  4.41404  -0.22
C  -0.06105  -0.09638  3.70933  -0.45
Sb  0.09361  0.34745  1.55716  1.37
C  1.95324  -0.72407  1.25241  -0.42
C  2.49578  -1.53555  2.43005  -0.20
C  1.05410  2.25199  1.98772  -0.45
C  2.19144  2.22069  3.01365  -0.20
H  -1.05562  0.72905  5.49038  0.05
H  -1.98972  0.89701  4.00278  0.05
H  -0.60488  1.94272  4.29254  0.04
H  -0.45519  -1.10912  3.82779  0.01
H  0.93827  -0.08692  4.15066  0.02
H  2.67963  0.02243  0.92769  0.04
H  1.75753  -1.35567  0.38999  0.00
H  2.83248  -0.89392  3.25064  0.04
H  3.35235  -2.14345  2.11706  0.06
H  1.74216  -2.21634  2.83226  0.04
H  0.26040  2.93161  2.30477  0.03
H  1.40102  2.62746  1.02801  0.00
H  1.85486  1.88764  4.00001  0.04
H  2.63808  3.21342  3.14802  0.05
H  2.99017  1.54438  2.69677  0.05

HOMO level (spin up / spin down) ... -0.40 / -0.76 eV
LUMO level (spin up / spin down) ... 4.51 / 4.51 eV
<S²> ... 2.029
Net charge ... -2
2S+1 ... 3
Calculated total energy ... -245079.3709 eV
Energy relative to the best compared isomer or geometry (same formula, charge and spin) ... 8.0 kcal per mole

No. 2
Entry from the OMol25 dataset: a molecular structure, C21H36F4NbO9S at a distorted geometry (wB97M-V/def2-TZVPD).

Each line ends with the Löwdin charge.
Atoms and positions in Å:
C  5.08118  1.02695  0.45404  -0.16
C  4.86514  2.39026  -0.24168  -0.56
S  3.13372  2.97318  -0.36248  0.73
C  2.01752  1.53089  -0.15832  -0.67
Nb  -0.17313  2.06162  0.11256  1.71
C  -0.41973  0.83845  2.04937  -0.32
C  -1.74362  0.03721  2.16293  -0.21
C  -1.59257  -1.46502  2.01046  -0.58
O  -2.26485  -2.09661  1.31265  0.14
O  -0.57537  -2.08448  2.71710  0.05
C  -2.32526  2.85371  0.18921  -0.32
C  -2.83923  3.22390  1.60119  -0.18
C  -3.27717  4.67446  1.76964  -0.70
F  -2.80182  5.50528  0.88336  0.16
F  -2.83204  5.13725  2.95811  0.10
F  -4.59291  4.79889  1.85273  0.13
C  0.44101  3.97299  1.22481  -0.27
C  1.30305  3.77666  2.45644  -0.62
O  1.43179  4.60499  3.24481  0.14
F  1.98005  2.62558  2.66508  0.03
C  -0.95486  0.37470  -1.15742  -0.33
C  0.05849  -0.71746  -1.59577  -0.47
C  0.68461  -1.53325  -0.45503  -0.09
C  -0.71411  -1.72908  -2.50519  -0.08
H  5.31696  0.27654  -0.30187  0.06
H  5.98317  1.11938  1.07085  0.06
H  4.28234  0.73676  1.13053  0.05
H  5.39589  3.13977  0.35090  0.05
H  5.35444  2.39956  -1.21877  0.05
H  2.29474  0.94803  0.72868  -0.02
H  2.23368  0.89829  -1.02533  -0.01
H  -0.01420  3.03937  -1.44108  -0.08
H  -0.44500  1.58307  2.86088  0.03
H  0.45322  0.22278  2.28054  0.03
H  -2.19608  0.17748  3.15938  0.11
H  -2.51395  0.32555  1.44886  0.08
H  -0.76461  -1.92837  3.65510  0.11
H  -2.95614  2.03262  -0.16966  0.03
H  -2.42525  3.64870  -0.55134  0.03
H  -3.73595  2.63481  1.80781  0.11
H  -2.14899  3.01801  2.42084  0.09
H  -0.40881  4.55786  1.58236  0.03
H  0.99196  4.67322  0.59303  0.03
H  -1.37813  0.79989  -2.07523  0.03
H  -1.80769  -0.12814  -0.67125  0.04
H  0.80507  -0.26510  -2.25223  0.10
H  1.67658  -1.88676  -0.77848  0.05
H  0.11752  -2.43811  -0.23542  0.07
H  0.84477  -0.98126  0.47310  0.04
H  -1.13833  -2.54620  -1.91090  0.07
H  -0.06060  -2.17307  -3.26407  0.07
H  -1.56785  -1.24411  -2.97589  0.04
C  4.26388  -4.21399  1.43058  -0.12
C  5.29872  -4.79387  0.49539  -0.13
O  4.61673  -4.80284  -0.75785  0.05
C  3.63405  -3.85637  -0.70175  -0.55
O  2.99307  -3.49259  -1.62990  0.17
O  3.49214  -3.38637  0.56540  0.06
H  4.70201  -3.62781  2.23559  0.13
H  3.61284  -4.97829  1.86109  0.13
H  6.18589  -4.16221  0.41018  0.13
H  5.60559  -5.79969  0.77558  0.13
C  -5.96008  -2.52436  -3.03073  -0.13
C  -4.68459  -3.06206  -3.63591  -0.13
O  -3.94493  -1.87527  -3.90882  0.05
C  -4.39970  -0.89824  -3.07510  -0.55
O  -3.88300  0.15624  -2.92729  0.18
O  -5.53132  -1.30557  -2.43050  0.06
H  -6.38858  -3.19146  -2.28537  0.13
H  -6.71845  -2.29934  -3.78508  0.13
H  -4.11636  -3.67890  -2.93625  0.13
H  -4.85662  -3.62863  -4.54920  0.13

HOMO level ... -4.72 eV
LUMO level ... 2.14 eV
Net charge ... -1
Calculated total energy ... -64040.1399 eV

No. 3
Entry from the OMol25 dataset: a single C21H36N2O2 molecule (wB97M-V/def2-TZVPD).

Each line ends with the Löwdin charge.
Atoms and positions in Å:
C  2.07180  -3.90851  2.16788  -0.04
C  1.00186  -2.80693  2.28460  -0.52
C  -0.33988  -3.52285  2.49039  -0.07
C  1.24540  -1.92450  3.53592  -0.03
C  1.01431  -1.96713  1.00216  -0.10
C  -0.06814  -1.97939  0.13352  0.00
C  -0.05632  -1.28093  -1.06113  -0.20
C  -1.27940  -1.25052  -1.94439  -0.15
N  -2.15036  -0.09961  -1.73200  -0.16
C  -1.55411  1.16752  -2.10178  -0.18
C  -2.62077  2.25742  -2.05556  -0.17
N  -3.14252  2.36093  -0.70523  -0.19
C  -4.04763  3.48438  -0.51854  -0.18
C  -3.99837  3.92787  0.94811  -0.26
O  -2.67141  4.12905  1.35651  -0.07
C  -3.73277  1.08869  -0.32709  -0.17
C  -2.67480  -0.00927  -0.38444  -0.18
C  1.07507  -0.55511  -1.39929  0.01
C  2.17260  -0.47288  -0.55827  -0.09
C  3.38798  0.37151  -0.92635  -0.53
C  3.58182  1.47045  0.12831  -0.04
C  4.63433  -0.52050  -0.99904  -0.04
C  3.23310  1.06182  -2.28625  -0.07
C  2.12621  -1.18393  0.65333  -0.19
O  3.21028  -1.09164  1.47958  0.03
H  3.06488  -3.51697  1.96165  0.08
H  1.81251  -4.58255  1.35387  0.09
H  2.11577  -4.48607  3.08964  0.09
H  -0.28878  -4.11782  3.40070  0.09
H  -1.15335  -2.80872  2.59570  0.09
H  -0.55945  -4.19948  1.66830  0.08
H  0.55499  -2.20430  4.32871  0.08
H  1.07423  -0.87183  3.31700  0.10
H  2.24797  -2.04522  3.94734  0.08
H  -0.95079  -2.54797  0.37205  0.10
H  -1.88711  -2.14372  -1.77121  0.12
H  -0.98348  -1.23600  -2.99717  0.12
H  -1.16222  1.08827  -3.11842  0.12
H  -0.73120  1.44974  -1.42251  0.12
H  -2.17370  3.21408  -2.33672  0.12
H  -3.41735  2.01173  -2.77856  0.13
H  -3.69187  4.31131  -1.13776  0.12
H  -5.08298  3.25048  -0.81235  0.12
H  -4.52584  4.87587  1.07744  0.12
H  -4.48205  3.17529  1.58949  0.10
H  -2.15756  3.42189  0.93751  0.07
H  -4.12290  1.16141  0.68979  0.12
H  -4.56361  0.82279  -1.00411  0.13
H  -3.13229  -0.96588  -0.12153  0.12
H  -1.88263  0.21636  0.35084  0.13
H  1.08302  -0.04634  -2.34782  0.10
H  4.41743  2.10922  -0.14943  0.08
H  3.78794  1.04100  1.10251  0.07
H  2.68595  2.08467  0.19919  0.09
H  4.48970  -1.30539  -1.73897  0.09
H  5.49954  0.07281  -1.28707  0.08
H  4.83790  -0.98074  -0.03858  0.07
H  2.38243  1.73990  -2.29248  0.08
H  3.12103  0.33603  -3.08857  0.09
H  4.12719  1.64791  -2.48986  0.08
H  3.00992  -1.52432  2.31507  0.06

SMILES ... CC(C)(C)c1cc(CN2CCN(CCO)CC2)cc(C(C)(C)C)c1O
HOMO level ... -8.24 eV
LUMO level ... 0.61 eV
Calculated total energy ... -29436.6329 eV
Energy relative to the best compared isomer or geometry (same formula, charge and spin) ... 26.1 kcal per mole